{"formula": "C26H27N5O2S", "method": "ωB97M-V/def2-TZVPD", "homo_energy_ha": -0.26062, "de_lowest_kj_mol": 182.29, "charge": 0, "e_lumo_ev": -0.81, "gap_ev": 6.28, "e_tot_ha": -1829.34835, "species": ["C", "N", "C", "S", "N", "C", "C", "O", "C", "C", "C", "C", "C", "C", "N", "C", "C", "C", "C", "C", "C", "C", "C", "C", "O", "H", "H", "H", "H", "H", "H", "H", "H", "H", "H", "H", "H", "H", "H", "H", "H", "H", "H", "H", "H", "H", "C", "C", "N", "N", "C", "C", "C", "C", "C", "H", "H", "H", "H", "H", "H"], "coordinates": [[3.2631, 1.6538, 4.7766], [3.1711, 0.3609, 4.0868], [4.3428, -0.0627, 3.4741], [5.7272, 0.8888, 3.3585], [4.2694, -1.3591, 2.9802], [5.5537, -1.9341, 2.5716], [3.1360, -1.7703, 2.2244], [3.2696, -2.5763, 1.3026], [1.8668, -1.1262, 2.6035], [0.7477, -1.4299, 1.8946], [-0.6598, -1.2445, 2.3051], [-1.2231, -0.0133, 1.9778], [-2.5327, 0.3401, 2.2067], [-3.3851, -0.5868, 2.8637], [-4.6967, -0.2535, 3.0803], [-5.2854, 0.8814, 2.3821], [-4.3509, 2.0692, 2.3340], [-3.0149, 1.6692, 1.7243], [-5.6689, -1.2403, 3.5153], [-5.0431, -2.1752, 4.5167], [-3.7984, -2.8298, 3.9173], [-2.8679, -1.8616, 3.2404], [-1.5448, -2.1845, 2.9172], [1.9149, -0.0011, 3.5523], [0.9510, 0.7426, 3.7490], [2.3482, 1.8479, 5.3335], [4.1383, 1.6070, 5.4301], [3.4463, 2.4569, 4.0477], [5.3982, -2.9952, 2.3578], [5.9526, -1.4087, 1.6853], [6.2525, -1.7661, 3.4007], [0.8969, -1.9831, 0.9510], [-0.5665, 0.7055, 1.5206], [-5.5514, 0.5852, 1.3513], [-6.2142, 1.1505, 2.8948], [-4.7889, 2.8616, 1.7304], [-4.1700, 2.4579, 3.3399], [-2.2387, 2.4130, 1.9510], [-3.0629, 1.6224, 0.6229], [-6.5206, -0.6933, 3.9343], [-6.0427, -1.8000, 2.6413], [-4.7824, -1.6211, 5.4219], [-5.7775, -2.9285, 4.7919], [-3.2607, -3.3866, 4.6915], [-4.1294, -3.5694, 3.1707], [-1.1550, -3.1702, 3.1861], [1.4714, 1.6273, 0.6692], [0.4210, 1.6963, -0.2089], [-0.5251, 1.7590, -0.9057], [2.6814, 2.2105, 0.2926], [3.4168, 3.0151, 1.1322], [4.6348, 3.5099, 0.7416], [5.0799, 3.3614, -0.5833], [4.2364, 2.6737, -1.4635], [3.0831, 2.0625, -1.0185], [1.3339, 1.4530, 1.7397], [2.9560, 3.2254, 2.1065], [5.2531, 4.0259, 1.4766], [5.9992, 3.8261, -0.9225], [4.4560, 2.6077, -2.5265], [2.4200, 1.4451, -1.6247]]}

---

{"formula": "C16H13BBr2F20O2", "method": "ωB97M-V/def2-TZVPD", "homo_energy_ha": -0.38942, "charge": 0, "e_lumo_ev": 0.39, "gap_ev": 10.98, "e_tot_ha": -7938.19393, "species": ["C", "C", "B", "F", "C", "C", "C", "F", "Br", "C", "F", "F", "Br", "H", "H", "H", "H", "H", "F", "C", "F", "C", "F", "F", "C", "O", "C", "F", "F", "C", "F", "F", "H", "H", "H", "H", "F", "C", "F", "C", "F", "F", "C", "O", "C", "F", "F", "C", "F", "F", "H", "H", "H", "H"], "coordinates": [[-2.0796, -3.5305, 3.3944], [-1.5498, -3.4306, 2.3229], [-0.8820, -3.1861, 0.9669], [-1.6667, -3.0588, -0.1126], [0.6704, -3.0761, 0.7987], [1.3882, -2.4384, 2.0102], [2.5166, -1.4800, 1.6564], [2.0244, -0.5060, 0.8334], [3.1368, -0.6134, 3.2969], [3.7626, -2.1099, 0.9714], [3.3751, -2.9260, -0.0246], [4.4330, -2.8632, 1.8472], [4.9136, -0.7518, 0.2166], [-2.5655, -3.6288, 4.3413], [0.8723, -2.5256, -0.1244], [1.0770, -4.0803, 0.6256], [0.6740, -1.8336, 2.5774], [1.7655, -3.1866, 2.7112], [2.4031, 3.4643, -3.6099], [2.9609, 3.3661, -2.3854], [4.2554, 3.7455, -2.4740], [2.9060, 1.9225, -1.8850], [3.6608, 1.1350, -2.6777], [3.4760, 1.9557, -0.6407], [1.5395, 1.2740, -1.6533], [1.0635, 0.4321, -2.6843], [0.2771, 0.9062, -3.6793], [-0.0403, 2.2026, -3.5213], [-0.8916, 0.2034, -3.6605], [0.9019, 0.6535, -5.0573], [2.0984, 1.2654, -5.1420], [0.0860, 1.1697, -6.0043], [2.4418, 4.0330, -1.6923], [1.7065, 0.6011, -0.8156], [0.7801, 1.9828, -1.3334], [1.0227, -0.4186, -5.2210], [-2.3590, -1.0566, 0.8165], [-1.8786, -0.2563, -0.1561], [-0.6280, -0.6692, -0.4643], [-1.7984, 1.1899, 0.3429], [-0.8884, 1.2810, 1.3309], [-1.3181, 1.9072, -0.7277], [-3.1065, 1.8770, 0.7487], [-3.3787, 1.9075, 2.1315], [-4.0860, 0.9182, 2.7475], [-4.5545, 0.0075, 1.8795], [-5.1533, 1.4909, 3.3537], [-3.2617, 0.2579, 3.8617], [-2.1333, -0.2743, 3.3528], [-3.9949, -0.7339, 4.4125], [-2.5113, -0.3290, -1.0440], [-2.9702, 2.9217, 0.4736], [-3.9473, 1.4934, 0.1702], [-3.0080, 0.9962, 4.6242]]}